FH2P | ωB97M-V/def2-TZVPD

Output
**M**: 52.0 Da
**Energy above the lowest of the compared OMol25 structures with the same formula, charge and spin**: 262.2 kJ/mol
**Energy**: -12035.730 eV
**Orbital gap (spin up / spin down)**: 0.3083 / 0.3302 Eh
**Highest occupied orbital energy (spin up / spin down)**: -9.3 / -10.0 eV

Last column: Mulliken charge in e.
Geometry (Å):
F (-0.30707, 0.77511, 1.18298)  -0.2045
P (0.81397, 0.17521, 0.20932)  0.1913
H (0.18260, 0.60136, -1.10546)  0.0690
H (-0.68950, -1.55168, -0.28684)  -0.0558